Formula: C37H54O30
Source: OMol25
Level of theory: wB97M-V/def2-TZVPD

ORCA input file:
```
! RIJCOSX wB97M-V def2-TZVPD def2/J DEFGRID3
* xyz 0 1
C 0.64108 -0.84066 -0.74360
C 0.22132 0.62255 -0.64729
C 1.30459 1.69825 -0.53296
O 1.11770 2.45863 -1.72844
C 0.05933 2.01651 -2.43764
O -0.27865 2.54108 -3.45127
O -0.49917 0.96115 -1.84237
H 1.34142 -0.96012 -1.57604
H -0.21783 -1.47178 -0.95611
H 1.15387 -1.13517 0.16930
H -0.45180 0.73610 0.20785
H 2.30643 1.27536 -0.62688
H 1.14000 2.27912 0.37172
C -2.92569 4.65103 -1.95842
C -2.95236 4.53353 -0.44356
C -2.42816 3.21916 0.14837
O -1.53813 3.61811 1.19902
C -1.19396 4.90653 1.03131
O -0.30278 5.46462 1.58822
O -1.95161 5.46304 0.07669
H -2.05462 5.18682 -2.32641
H -3.78294 5.24435 -2.27763
H -2.97677 3.65737 -2.40472
H -3.88823 4.89583 -0.02043
H -1.77799 2.62544 -0.49542
H -3.28612 2.63471 0.47984
C -4.24229 0.68692 -1.75933
C -5.10832 -0.55986 -1.84194
C -5.03946 -1.15475 -3.27727
O -4.48364 -2.44583 -3.02494
C -4.25176 -2.67282 -1.70225
O -3.84809 -3.71530 -1.28445
O -4.57353 -1.58749 -1.01444
H -4.09211 0.94097 -0.70752
H -4.62213 1.47545 -2.40436
H -3.23727 0.43326 -2.10925
H -6.15704 -0.41329 -1.58817
H -4.36356 -0.59719 -3.92393
H -5.99836 -1.32040 -3.76694
C -1.87047 -2.26534 5.99205
C -0.76229 -2.59269 5.00461
C -0.78870 -3.99286 4.38427
O -0.63448 -3.75236 2.98529
C -0.80443 -2.44679 2.71810
O -0.86299 -1.96686 1.63369
O -0.88213 -1.76641 3.85848
H -2.83366 -2.13244 5.50345
H -1.60124 -1.39013 6.57845
H -1.90879 -3.12413 6.66813
H 0.18746 -2.44572 5.52733
H -1.73974 -4.51148 4.52024
H 0.04830 -4.59957 4.72263
C 1.14654 -5.32834 0.47061
C 0.56433 -5.73448 -0.87777
C -0.45567 -4.71441 -1.43671
O 0.07847 -4.38414 -2.70675
C 1.31697 -4.86954 -2.87143
O 2.00641 -4.54147 -3.79429
O 1.62584 -5.63473 -1.84464
H 0.35277 -5.33460 1.21709
H 1.64842 -4.36788 0.35974
H 1.87720 -6.10576 0.70110
H 0.28485 -6.78568 -0.79211
H -0.41364 -3.81864 -0.81159
H -1.46205 -5.10888 -1.55409
C 3.16035 -3.46365 2.85678
C 4.10660 -2.75066 1.90381
C 4.78291 -3.64121 0.89714
O 4.94673 -2.77081 -0.22901
C 3.98090 -1.85412 -0.17838
O 3.78972 -1.01336 -1.00034
O 3.24897 -2.02590 0.96804
H 2.78887 -4.41375 2.47841
H 2.26191 -2.85088 2.95161
H 3.61317 -3.57899 3.84083
H 4.78086 -2.04741 2.39363
H 4.15292 -4.47584 0.58304
H 5.75278 -4.03214 1.20233
C -1.49224 2.08401 5.78912
C -2.22801 2.45694 4.52088
C -2.22193 1.37576 3.42091
O -3.55170 0.91131 3.35746
C -4.35976 1.74627 4.04154
O -5.54871 1.76148 4.00175
O -3.62399 2.61325 4.75503
H -1.90281 1.14659 6.17576
H -1.64371 2.79272 6.60534
H -0.41278 1.97362 5.69104
H -1.88638 3.39953 4.08950
H -1.57168 0.54318 3.70433
H -1.75949 1.70536 2.49206
O -1.84655 0.90127 -5.58433
C -1.24962 0.04831 -5.02300
O -1.88953 -0.91759 -4.32087
C -1.00458 -1.81552 -3.72183
C 0.33560 -1.45442 -4.40147
O 0.05722 -0.22572 -5.01533
H -0.93260 -1.70091 -2.63953
H -1.23775 -2.84053 -3.99872
H 0.62747 -2.16344 -5.18002
H 1.12228 -1.50523 -3.64630
O 4.76897 4.70028 2.80913
C 3.96971 5.00509 1.98742
O 3.16507 4.11561 1.31303
C 2.54502 4.78440 0.22514
C 2.68557 6.25288 0.59031
O 3.58220 6.25935 1.68225
H 3.03429 4.47573 -0.70254
H 1.49825 4.50284 0.11713
H 1.71909 6.72051 0.74973
H 3.18717 6.69290 -0.27537
O 6.81878 1.13921 -5.24482
C 5.83741 1.57445 -4.74051
O 4.87192 2.23537 -5.40694
C 3.89041 2.66922 -4.49259
C 4.21959 1.95867 -3.17091
O 5.46245 1.31421 -3.47100
H 4.00898 3.73024 -4.26366
H 2.86630 2.46536 -4.79440
H 3.49695 1.18945 -2.89790
H 4.34768 2.66074 -2.34890
*
```

The calculation puts the gap between HOMO and LUMO at 10.513 eV. The calculation puts the LUMO energy at -0.2 eV. The value obtained for the HOMO energy is -10.690 eV. The calculation puts the energy above the lowest of the compared OMol25 structures with the same formula, charge and spin at 0.00 kJ/mol.